# 1
Computed, not measured: a 9-piece molecular cluster, C40H102ClN6O20 overall in a non-equilibrium geometry, with ωB97M-V with the def2-TZVPD basis set.

```
! RIJCOSX wB97M-V def2-TZVPD def2/J DEFGRID3
* xyz -1 1
H -5.565 0.241 4.203
O -3.214 -2.490 1.776
H -1.441 -0.163 -6.826
H -1.604 7.044 1.925
O 2.432 0.982 0.093
O -0.382 -5.156 -3.351
O 1.831 -1.970 -3.823
O 1.922 -1.081 1.101
H -4.272 0.860 5.287
H -0.985 -3.762 6.662
H 4.220 8.761 5.534
H 0.356 2.808 -3.082
H -6.097 0.139 6.658
H -0.673 1.412 -1.393
O 6.924 1.648 -1.050
H -4.993 3.030 4.820
C 1.893 7.952 4.618
C 3.180 -1.607 5.000
C 0.003 -3.820 7.137
O -2.299 1.991 4.154
H -2.779 -1.177 -6.406
H 0.261 -6.428 -7.145
H -6.630 3.171 8.478
H -0.027 -2.583 4.893
H -4.231 1.401 2.588
H -1.838 -0.791 -4.420
H 1.960 2.340 -7.295
C -0.462 3.737 0.483
H -0.705 -4.983 -7.365
H 7.634 1.053 -1.304
H 3.324 -3.442 -5.757
C 0.171 2.012 -3.821
H -0.993 -0.265 -1.848
H -1.515 -6.138 -4.065
H 1.970 -0.134 -3.018
H -2.476 3.209 2.466
H 4.807 0.160 1.086
C -3.015 2.969 3.393
C -5.278 1.042 4.882
H 3.852 8.112 7.172
C -1.384 -1.601 2.987
H -1.242 3.165 -0.050
H -3.981 -2.325 1.225
H 2.080 1.407 -4.460
H -0.209 -1.088 -4.838
N 1.285 -3.305 -6.260
H -7.958 2.614 7.450
C -1.020 6.595 2.732
C 1.693 -1.485 4.736
H 2.938 -2.157 -6.938
C 1.224 1.938 -4.901
H -0.971 -2.562 -2.747
O -0.205 -5.443 -5.391
H 2.640 0.818 -6.899
H -1.045 -4.739 10.133
C -2.427 -1.291 1.930
H -2.915 -2.083 -8.516
O -0.159 -3.765 8.560
H 3.361 -1.181 -2.696
C 2.263 -1.173 -2.786
H 0.725 5.703 1.766
H -0.995 3.219 5.241
H -1.813 -4.699 -1.938
H 1.892 -2.823 7.105
H 1.840 1.033 -9.234
H 2.263 -0.863 -10.180
H -2.685 -2.741 -3.175
H 1.280 -0.534 5.107
H 2.186 0.094 6.910
H 3.701 -1.095 4.180
N -5.334 2.339 4.152
H 2.492 7.914 3.698
N -0.105 7.604 3.272
H -0.148 1.551 -6.327
C -1.347 -6.190 -5.138
C -1.821 -2.075 -8.611
C -1.210 -1.466 -5.043
H -0.799 2.296 -4.287
O 3.682 -1.211 6.287
H -4.792 3.031 2.282
N 0.912 -2.612 5.270
C -1.004 2.379 4.514
H -1.741 6.241 3.487
H 0.155 1.022 -8.677
H -3.088 3.857 4.047
C 0.091 -6.172 -2.479
N 0.750 1.182 -6.025
H 0.722 -2.660 -6.809
C 0.891 -2.664 6.716
H 0.232 3.908 -0.359
H 1.624 9.026 4.695
C 3.268 0.039 6.751
H -0.394 2.760 3.680
H 6.868 -0.752 1.889
O 0.196 0.151 0.029
O 1.299 -0.745 -8.360
C 5.790 0.828 -0.703
H -3.071 -0.508 2.364
C 1.428 -1.320 -9.623
H -7.088 1.433 8.437
C -6.961 2.350 7.844
H 1.645 2.927 -5.167
C 1.675 1.272 -7.149
H 0.439 -1.755 7.158
O -1.184 -2.121 -7.362
H 1.897 -0.762 -5.426
H 3.807 0.214 7.678
H 1.081 -5.893 -2.101
H 0.536 -1.166 -10.244
H 2.179 -5.162 -6.459
H 2.888 9.434 6.448
O 1.103 0.903 2.074
H 1.827 -1.473 -1.840
H 1.629 -1.520 3.646
C -1.632 -4.604 -3.008
H -2.133 -3.194 -5.304
C -0.269 5.405 2.127
C 1.170 0.667 -8.440
O -1.022 4.934 1.022
C -1.667 -1.173 -6.453
C -1.664 -3.133 -3.365
H 0.503 -4.766 6.885
O -6.009 2.205 6.848
O -2.025 -2.067 4.170
H 1.650 -2.374 -9.480
H -2.735 -2.624 3.810
H 4.899 1.437 -0.844
O 6.782 -0.625 0.942
H -1.945 -0.945 1.015
H -0.891 -0.654 3.209
H -1.885 1.078 -2.649
N -1.310 -2.900 -4.768
C 2.590 -2.683 -6.025
C -6.228 1.056 6.048
H 1.576 -4.506 -8.024
H -0.672 -2.295 2.516
O 2.573 7.523 5.736
H 3.496 0.850 6.038
H -2.210 -5.760 -5.667
H -2.407 -5.182 -3.540
C 1.381 -4.586 -6.936
H 0.012 7.356 5.405
C -1.011 -4.783 9.035
H -0.027 3.023 1.187
Cl 1.418 0.248 0.813
H 0.260 -7.108 -3.042
H -0.136 4.654 2.912
H 0.784 6.117 4.515
C -0.921 0.749 -2.234
H -7.292 0.995 5.746
H -0.589 -6.404 -1.658
H 3.436 -2.669 4.976
H -0.644 -5.788 8.788
C 5.807 0.399 0.706
C 0.118 -5.400 -6.747
H 6.054 1.296 1.305
H -0.592 8.472 3.449
C 3.428 8.494 6.250
H -2.056 -4.612 8.729
C 0.583 7.191 4.472
H -0.428 1.562 4.941
H -1.201 -7.230 -5.463
O 0.085 0.757 -3.207
C -4.361 2.377 3.054
H -1.536 -1.193 -9.213
C 2.495 -1.591 -4.996
H 3.486 -1.169 -4.762
H 5.740 -0.032 -1.378
H -1.472 -2.945 -9.174
*
```

Its HOMO energy is -0.205 Eh. The HOMO-LUMO gap is 7.62 eV.

Mulliken population analysis, charges in e, atoms 1 to 8: number 1, H, carries 0.294; number 2, O, carries -0.645; number 3, H, carries 0.224; number 4, H, carries 0.434; number 5, O, carries -0.568; number 6, O, carries -0.108; number 7, O, carries -0.051; number 8, O, carries -0.751

---

# 2
Computed, not measured: a 12-piece molecular cluster, C40H104O32S8 overall in a non-equilibrium geometry, with ωB97M-V with the def2-TZVPD basis set.

```
! RIJCOSX wB97M-V def2-TZVPD def2/J DEFGRID3
* xyz 0 1
H -3.394 -6.261 -2.639
H -1.730 0.713 3.600
H 6.364 -2.859 -4.398
H 4.314 3.756 -1.894
H -6.347 -1.016 5.143
O -1.504 -0.658 1.157
H -5.405 5.130 1.101
C -3.387 -3.743 2.053
C -1.162 -1.433 5.945
H -0.502 3.609 -8.459
H 0.990 5.375 5.715
O -3.999 -1.759 3.300
H 2.443 -4.322 -0.302
O 0.551 -1.275 7.704
O -3.632 -1.057 -3.050
H -2.058 -3.479 -3.428
H 0.877 4.681 -7.973
H -6.390 3.231 2.434
O 3.599 -1.796 -3.516
H -2.070 7.277 3.083
H -0.738 1.880 2.489
H -3.734 -4.392 2.920
H 0.920 0.990 -0.846
H -6.766 -1.481 3.464
H -0.317 3.322 4.684
H 1.016 3.787 -9.460
H 5.594 -3.728 -3.194
H -0.499 1.673 10.953
H 0.990 0.106 -4.220
O 2.378 1.918 4.293
H 2.430 4.670 4.911
C 5.972 1.643 -4.673
S -3.551 3.919 -1.070
H 4.736 0.581 6.409
H -0.809 3.417 -3.504
C -2.611 2.582 -0.370
H 3.693 -7.209 -2.838
H 5.438 2.374 -5.294
O -1.516 0.025 8.176
C 5.291 0.242 -4.711
H -1.436 -2.378 6.404
H 4.830 -1.085 1.442
S -4.771 -0.342 3.567
S 3.716 1.589 4.670
S 4.852 -1.580 -2.866
C -6.284 3.214 1.410
C 1.477 -1.287 -0.770
H 4.167 -3.670 -0.188
H 5.398 -7.076 -2.577
C -2.259 -4.602 -3.485
O -3.661 3.661 -2.482
H -0.351 4.622 -2.210
O 0.676 0.275 1.070
C 0.639 0.020 -0.427
O 2.035 0.431 -5.981
H -7.198 3.568 1.011
H -0.368 -0.417 9.903
O -4.075 0.329 4.641
C -4.643 -0.034 -3.111
H 0.039 -0.326 -5.647
O 1.084 3.324 -2.713
O 3.599 -4.810 1.400
H -6.279 2.163 1.126
H 1.460 -1.461 -1.839
C -6.385 -0.751 4.119
O 0.218 -1.383 2.788
O -3.028 5.175 -0.629
H -1.965 0.295 -2.643
H 3.637 0.921 -0.684
C -1.865 6.513 2.343
C -0.775 1.571 9.910
H -2.044 -0.908 5.485
H 2.660 4.405 -3.499
H 5.901 -0.376 -5.301
O -0.180 -4.224 -1.296
C 3.253 -0.274 2.847
H 2.432 -1.265 -0.366
H -7.006 0.125 3.984
H -2.739 1.666 -0.941
H 5.029 -5.978 -0.194
C 4.036 -1.410 2.145
O 4.308 -5.347 -2.027
H -8.668 -0.891 -3.605
O -6.663 -0.679 -4.263
H 3.045 -0.212 6.051
C 4.089 -5.688 -0.667
H 2.183 2.009 -4.625
C -5.152 4.041 0.932
H -1.740 -1.474 -2.662
H 4.787 2.272 -0.123
H -0.514 -1.519 5.098
C 3.335 3.228 -1.983
C -7.990 -1.353 -4.336
C -3.382 -5.145 -2.594
C 6.125 -2.799 -3.272
S -1.658 4.833 2.849
O 4.893 -1.560 -1.423
S -0.397 -0.364 2.002
H -7.816 -2.359 -4.059
H -4.558 0.568 -4.029
C 3.776 1.856 -0.171
C 2.182 1.837 -5.745
C 2.506 -5.392 2.085
H 6.946 -2.665 -2.673
H 3.314 -1.908 1.503
H 2.465 -0.706 3.520
H 2.054 4.974 -1.939
C -4.266 -2.515 2.042
H 0.179 4.844 -3.945
H -5.897 -1.810 -2.728
H -4.521 0.683 -2.220
O 0.023 0.887 6.481
C -2.269 -0.666 -3.156
H 1.352 -1.346 -5.255
H 2.701 0.419 2.173
C -6.074 -0.722 -2.998
H 3.471 1.704 0.860
H -2.755 2.344 0.662
O -1.439 4.063 1.642
H 4.815 -6.123 -3.723
C 0.441 3.958 4.143
H -0.396 -0.148 -0.673
C -1.231 0.115 9.589
H -6.731 -0.285 -2.278
H -2.356 -3.390 2.227
C 1.207 2.804 -6.414
S -0.378 -0.361 7.080
H 1.055 3.412 3.465
S 0.202 -5.065 -2.421
H -4.058 -1.915 1.191
C -0.046 4.103 -3.114
H 3.357 2.407 -2.691
H 3.156 2.113 -6.088
H 3.179 1.393 6.924
H -8.376 -1.247 -5.342
H -1.010 6.823 1.689
O -5.035 3.758 -0.545
H 1.166 -4.718 -4.489
H 0.044 0.933 3.797
C 4.525 -6.481 -2.759
H 2.293 -4.031 -3.247
O 1.274 2.630 -7.851
O 4.764 2.583 4.714
H 2.422 -6.408 1.805
H -2.416 -4.919 -4.519
H 1.403 3.678 5.954
C 3.474 -4.527 0.044
C 2.281 4.097 -2.593
H -4.434 -4.858 -2.813
H 1.546 -4.955 1.840
H -3.370 -4.263 1.078
C 1.228 -4.081 -3.588
O -1.084 -5.444 -3.291
H -4.186 3.854 1.439
C -0.756 0.937 3.076
H -2.768 6.596 1.778
H -1.490 2.352 9.610
H 6.978 1.516 -5.032
H -1.631 2.960 -0.419
H 0.811 -2.058 -0.259
O -2.664 4.327 3.723
H -2.022 -0.555 -4.241
C 1.077 -0.299 -5.205
O -0.287 5.062 3.574
H -3.226 -4.858 -1.593
H 3.377 -6.570 -0.623
H 1.604 3.824 -6.087
C 3.635 0.678 6.243
H 0.070 1.744 9.317
O 5.542 -0.238 -3.326
H -2.200 -0.157 9.990
H 0.733 -3.150 -3.649
C 1.373 4.491 5.185
C 0.602 3.673 -8.477
H -5.342 -2.754 2.030
O 2.884 2.782 -0.772
O 4.221 0.538 3.584
O 0.992 -6.289 -2.279
O -4.892 0.336 2.309
H 0.165 2.660 -6.083
H 4.463 -2.115 2.899
H 2.612 -5.257 3.185
H 5.908 2.011 -3.630
H 4.231 0.267 -4.876
*
```

The energy relative to the best compared isomer or geometry (same formula, charge and spin) is 0.000 eV. Its HOMO energy is -0.342 Eh. The HOMO-LUMO gap is 9.50 eV. The structure (SMILES) is CCOS(C)(=O)=O.CCOS(C)(=O)=O.CCOS(C)(=O)=O.CCOS(C)(=O)=O.CCOS(C)(=O)=O.CCOS(C)(=O)=O.CCOS(C)(=O)=O.CCOS(C)(=O)=O.COCCOC.COCCOC.COCCOC.COCCOC.

Mulliken population analysis, charges in e, atoms 1 to 8: number 1, H, carries 0.340; number 2, H, carries -0.194; number 3, H, carries 0.312; number 4, H, carries 0.446; number 5, H, carries 0.357; number 6, O, carries -0.344; number 7, H, carries 0.169; number 8, C, carries -0.860

---

> Which of these has the highest HOMO-LUMO gap?

C40H104O32S8

---

> Which formula does entry 1 have?

C40H102ClN6O20

---

> What is the HOMO-LUMO gap in the first record?

7.62 eV